(1)
{"formula": "C20H41BIrN11O2", "method": "the ωB97M-V functional and the def2-TZVPD basis", "homo_energy_ev": [-16.07, -16.07], "total_charge": 3, "spin_multiplicity": 2, "relative_energy_kcal_mol": 6.79, "gap_ev": [8.62, 6.84], "elements": ["Ir", "O", "O", "N", "N", "N", "N", "N", "N", "N", "N", "N", "N", "N", "C", "C", "C", "C", "C", "C", "C", "C", "C", "C", "C", "C", "C", "C", "C", "C", "C", "C", "C", "C", "B", "H", "H", "H", "H", "H", "H", "H", "H", "H", "H", "H", "H", "H", "H", "H", "H", "H", "H", "H", "H", "H", "H", "H", "H", "H", "H", "H", "H", "H", "H", "H", "H", "H", "H", "H", "H", "H", "H", "H", "H", "H"], "xyz": [[-0.26, -0.04, -0.28], [2.69, 0.30, -0.42], [1.78, -0.25, -2.46], [0.95, 0.22, 4.82], [0.65, -1.75, 0.50], [-0.96, -3.60, -2.22], [-0.35, 3.29, -0.30], [-2.16, 3.52, -1.67], [0.92, -3.92, 0.48], [-1.51, 1.39, -1.00], [0.46, 1.46, 0.94], [1.34, 3.60, 1.23], [0.98, 0.35, 6.13], [-0.90, -1.52, -1.56], [-1.37, 2.68, -1.00], [-1.38, 1.04, 6.20], [-0.58, -1.07, 7.34], [0.49, 2.73, 0.65], [3.81, 0.33, -1.38], [3.47, -1.95, -2.53], [5.01, -0.32, -0.73], [1.67, -3.44, 1.52], [-0.52, -2.75, -1.27], [0.14, 1.19, 8.21], [2.47, 3.09, 1.99], [1.50, -2.09, 1.52], [-1.64, -2.87, -3.16], [1.18, 5.05, 1.15], [3.23, -0.45, -2.61], [-1.60, -1.58, -2.74], [4.08, 1.80, -1.68], [0.32, -2.88, -0.12], [3.64, 0.09, -3.96], [-0.25, 0.38, 6.98], [1.56, 0.04, -1.15], [-0.78, -1.67, 6.45], [2.91, 2.22, 1.50], [-0.80, -4.60, -2.26], [-2.37, 1.09, -1.45], [-1.99, -0.70, -3.23], [-2.09, -3.33, -4.02], [-0.12, 4.22, -0.59], [1.97, -1.35, 2.15], [-2.85, 3.17, -2.31], [3.21, 2.29, -2.12], [1.00, 0.75, 8.72], [5.84, -0.38, -1.44], [-2.20, 4.51, -1.47], [4.79, -1.32, -0.38], [3.24, 3.86, 2.02], [-1.74, 0.42, 5.37], [3.15, -0.48, -4.75], [-1.47, -1.08, 7.97], [3.37, 1.14, -4.09], [2.26, -4.08, 2.15], [0.84, -4.89, 0.22], [2.19, 2.85, 3.02], [0.23, -1.53, 7.91], [4.93, 1.91, -2.36], [1.83, 0.20, 4.33], [4.72, -0.01, -4.10], [4.52, -2.19, -2.66], [1.61, 5.49, 2.04], [5.34, 0.28, 0.12], [1.70, 5.47, 0.28], [-0.70, 1.17, 8.91], [4.34, 2.31, -0.75], [-2.22, 1.16, 6.87], [1.86, 0.09, 6.57], [1.24, 1.21, 1.53], [0.13, 5.33, 1.13], [2.91, -2.43, -3.33], [-1.10, 2.03, 5.84], [0.11, 0.55, 4.35], [3.13, -2.35, -1.57], [0.35, 2.23, 7.96]]}

=====

(2)
{"formula": "C2H7N5", "method": "the ωB97M-V functional and the def2-TZVPD basis", "homo_energy_ev": [-6.54, -6.54], "total_charge": 0, "relative_energy_kcal_mol": 137.51, "gap_ev": [7.58, 7.58], "elements": ["N", "N", "N", "N", "N", "C", "C", "H", "H", "H", "H", "H", "H", "H"], "xyz": [[-1.39, 1.33, -0.66], [0.44, -0.14, -0.55], [-1.61, -0.33, 1.03], [-1.76, 0.12, -0.17], [1.46, -0.11, -1.51], [-0.39, -0.43, 1.61], [0.73, -0.19, 0.75], [1.78, -0.20, 0.95], [1.29, -0.55, -2.41], [2.33, -0.49, -1.12], [-2.35, -1.05, 1.35], [-1.59, 1.48, -1.62], [-0.48, -0.51, 2.64], [-0.53, 1.76, -0.26]]}

=====

(3)
{"formula": "C22H22N2O2S4Tl", "method": "the ωB97M-V functional and the def2-TZVPD basis", "homo_energy_ev": -3.79, "total_charge": -1, "relative_energy_kcal_mol": 0.00, "gap_ev": 5.67, "elements": ["Tl", "S", "S", "S", "S", "O", "O", "N", "N", "C", "C", "C", "C", "C", "C", "C", "C", "C", "C", "C", "C", "C", "C", "C", "C", "C", "C", "C", "C", "C", "C", "H", "H", "H", "H", "H", "H", "H", "H", "H", "H", "H", "H", "H", "H", "H", "H", "H", "H", "H", "H", "H", "H"], "xyz": [[0.20, 1.88, -1.24], [-0.83, -0.07, -3.02], [-2.11, 2.62, -2.93], [1.09, 0.34, 1.43], [3.22, -0.68, -1.39], [0.11, -0.34, 0.50], [2.52, 0.57, -0.91], [-3.86, -2.18, -3.68], [-5.59, 1.71, -3.88], [-1.19, -3.41, 2.83], [-0.80, 2.19, 1.97], [-0.50, 3.56, 2.00], [0.61, -1.83, 3.13], [-3.64, -1.03, -3.57], [-1.57, -3.24, 4.16], [-2.59, 2.65, 0.40], [-1.25, 4.46, 1.25], [-4.61, 1.10, -3.67], [-0.86, -2.37, 4.98], [4.28, -0.10, -2.80], [2.11, -1.61, -2.52], [-2.21, 0.94, -3.14], [0.01, 1.18, 2.69], [-0.11, -2.71, 2.32], [1.72, -1.02, 2.54], [0.23, -1.66, 4.47], [3.96, -0.99, -3.99], [-3.47, 0.34, -3.45], [-1.86, 1.75, 1.16], [2.44, -1.20, -3.95], [-2.29, 4.01, 0.45], [4.29, -0.53, -4.94], [0.32, 3.93, 2.63], [2.35, -2.68, -2.36], [0.16, -2.82, 1.27], [-3.38, 2.29, -0.25], [-1.16, -2.24, 6.01], [4.49, -1.95, -3.91], [2.10, -1.95, -4.68], [-2.07, 0.68, 1.11], [-2.86, 4.73, -0.14], [5.32, -0.15, -2.47], [-1.74, -4.09, 2.19], [-2.42, -3.77, 4.57], [-0.64, 0.42, 3.16], [1.91, -0.27, -4.22], [0.78, -0.99, 5.14], [2.35, -0.55, 3.31], [1.07, -1.43, -2.20], [-1.01, 5.53, 1.30], [0.67, 1.64, 3.45], [3.99, 0.94, -2.96], [2.35, -1.61, 1.86]]}

=====

(4)
{"formula": "C2H4O3", "method": "the ωB97M-V functional and the def2-TZVPD basis", "homo_energy_ev": -9.60, "total_charge": 0, "smiles": "O=CC(O)O", "relative_energy_kcal_mol": 52.48, "gap_ev": 10.08, "elements": ["O", "O", "O", "C", "C", "H", "H", "H", "H"], "xyz": [[-1.10, -0.05, 1.22], [-0.35, 1.31, -0.48], [0.96, -0.66, -1.56], [-0.16, 0.22, 0.29], [0.54, -0.87, -0.42], [1.06, 0.07, 0.75], [0.08, 1.06, -1.34], [0.48, -1.86, 0.05], [-1.51, 0.78, 1.49]]}

=====

(5)
{"formula": "C28H34ClIMoN4O11P", "method": "the ωB97M-V functional and the def2-TZVPD basis", "homo_energy_ev": [-10.75, -11.45], "total_charge": 1, "spin_multiplicity": 3, "relative_energy_kcal_mol": 84.79, "gap_ev": [7.52, 7.89], "elements": ["I", "Mo", "Cl", "P", "O", "O", "O", "O", "O", "O", "O", "O", "O", "O", "O", "N", "N", "N", "N", "C", "C", "C", "C", "C", "C", "C", "C", "C", "C", "C", "C", "C", "C", "C", "C", "C", "C", "C", "C", "C", "C", "C", "C", "C", "C", "C", "C", "H", "H", "H", "H", "H", "H", "H", "H", "H", "H", "H", "H", "H", "H", "H", "H", "H", "H", "H", "H", "H", "H", "H", "H", "H", "H", "H", "H", "H", "H", "H", "H", "H", "H"], "xyz": [[-1.68, -5.85, -3.30], [-0.10, 0.02, -1.58], [-2.09, 1.67, -3.15], [1.89, -1.24, -2.19], [-1.35, 1.18, 1.06], [-0.75, 0.99, -3.41], [-2.04, 2.97, -3.67], [-3.10, 0.87, -3.75], [1.52, 2.21, 0.94], [0.68, -0.61, 0.16], [3.15, -0.12, -2.24], [0.10, 3.16, -1.51], [-2.21, 1.63, -1.70], [-1.15, -1.74, 2.20], [2.28, -1.26, 1.57], [-1.73, -1.05, -1.51], [3.81, 2.01, -2.41], [1.58, 1.50, -1.89], [-3.03, -1.23, -1.43], [1.23, 2.87, -1.81], [-1.94, 0.61, 2.23], [-2.25, -0.86, 2.09], [-2.65, -2.85, -3.37], [3.02, -3.89, -5.72], [-0.73, -3.29, -1.85], [1.76, -1.27, 0.48], [2.30, -2.27, -3.59], [2.32, -2.11, -0.68], [-0.54, -1.74, 3.48], [3.53, 3.37, -2.35], [-0.89, -1.83, -2.34], [-2.01, -3.94, -2.48], [1.82, -3.19, -5.76], [-0.97, -3.44, -0.37], [3.51, -2.97, -3.56], [2.81, 1.16, -2.18], [-2.25, -3.66, -0.10], [1.46, -2.38, -4.70], [2.31, 3.81, -2.06], [3.87, -3.78, -4.62], [2.82, 2.09, 1.48], [-0.84, 2.48, 1.34], [0.55, 2.45, 1.95], [-3.52, -2.43, -2.03], [5.16, 1.53, -2.73], [-3.05, -3.77, -1.36], [-1.61, -1.87, -3.62], [5.13, 0.88, -3.60], [-0.21, -3.28, 0.38], [-4.59, -2.33, -2.19], [-2.70, -1.06, 1.12], [-2.87, 1.15, 2.44], [0.76, 3.41, 2.44], [5.57, 0.98, -1.88], [-3.29, -3.16, -4.19], [3.39, -2.27, -0.58], [1.16, -3.28, -6.61], [-0.82, 3.03, 0.40], [-1.51, 2.99, 2.03], [0.63, 1.66, 2.71], [5.78, 2.39, -2.93], [3.30, -4.53, -6.55], [0.08, -0.86, 3.64], [0.18, -3.74, -2.23], [-1.30, -1.81, 4.28], [3.50, 1.91, 0.65], [2.88, 1.26, 2.18], [0.53, -1.83, -4.73], [2.08, 4.87, -2.00], [4.38, 4.02, -2.54], [4.17, -2.89, -2.71], [-2.99, -1.10, 2.87], [-3.86, -4.50, -1.34], [3.12, 3.02, 1.99], [1.83, -3.09, -0.67], [0.10, -2.62, 3.53], [-1.28, 0.76, 3.09], [-2.67, -3.71, 0.89], [4.80, -4.32, -4.60], [-1.68, -1.05, -4.32], [-3.57, -0.37, -1.48]]}

=====

(6)
{"formula": "C47H76F6N4O22S2", "method": "the ωB97M-V functional and the def2-TZVPD basis", "homo_energy_ev": -8.03, "total_charge": 0, "gap_ev": 8.17, "elements": ["S", "S", "F", "F", "F", "F", "F", "F", "O", "O", "O", "O", "O", "O", "O", "O", "O", "O", "O", "O", "O", "O", "O", "O", "O", "O", "O", "O", "O", "O", "N", "N", "N", "N", "C", "C", "C", "C", "C", "C", "C", "C", "C", "C", "C", "C", "C", "C", "C", "C", "C", "C", "C", "C", "C", "C", "C", "C", "C", "C", "C", "C", "C", "C", "C", "C", "C", "C", "C", "C", "C", "C", "C", "C", "C", "C", "C", "C", "C", "C", "C", "H", "H", "H", "H", "H", "H", "H", "H", "H", "H", "H", "H", "H", "H", "H", "H", "H", "H", "H", "H", "H", "H", "H", "H", "H", "H", "H", "H", "H", "H", "H", "H", "H", "H", "H", "H", "H", "H", "H", "H", "H", "H", "H", "H", "H", "H", "H", "H", "H", "H", "H", "H", "H", "H", "H", "H", "H", "H", "H", "H", "H", "H", "H", "H", "H", "H", "H", "H", "H", "H", "H", "H", "H", "H", "H", "H"], "xyz": [[-1.16, -0.80, 0.35], [-0.47, 1.26, 1.89], [-3.66, -0.48, -0.41], [-2.45, 2.95, 1.69], [-0.73, 3.73, 2.71], [-3.31, -0.12, 1.71], [-0.69, 3.53, 0.59], [-3.38, -2.10, 0.98], [-6.16, 1.17, 4.97], [-6.11, 1.85, 7.08], [-0.98, -1.24, -1.00], [3.55, 2.06, 2.42], [-4.25, 1.91, 5.82], [-0.51, -1.58, 1.34], [1.46, 6.73, 3.63], [4.90, -0.37, 2.81], [-1.73, 1.78, -3.38], [3.26, -5.20, 0.90], [2.73, 2.51, -0.54], [2.87, 1.90, -7.20], [0.92, 1.49, 2.10], [-1.26, 0.64, 2.89], [5.82, 3.94, 7.04], [-2.07, -5.76, -1.29], [-1.66, 8.45, -0.59], [-6.22, -6.30, -1.40], [-4.40, -2.68, 3.96], [-1.25, -3.39, -6.16], [4.11, -2.39, -2.56], [0.57, 1.53, -1.77], [1.00, 2.27, -4.61], [-5.23, -5.69, 2.02], [2.58, -0.22, -1.31], [-0.79, 0.77, 0.33], [4.07, 2.66, 6.01], [-3.94, 1.61, 4.48], [-5.20, 0.84, 3.97], [3.56, -4.02, 1.56], [-6.19, -6.01, 1.02], [-1.70, -6.00, -3.61], [-0.90, 8.14, 0.53], [0.67, 7.27, 2.68], [5.15, -3.28, -2.70], [2.34, 0.93, -6.34], [-5.72, -5.52, -0.36], [-5.04, -4.26, 2.27], [-1.12, 3.00, 1.72], [0.47, 8.36, 0.53], [-1.53, 2.30, -4.68], [2.23, -1.65, -1.15], [4.37, -1.59, 2.57], [-1.91, -3.79, -2.64], [-1.99, -5.16, -2.54], [-0.21, 1.70, -5.17], [-1.54, -4.04, -4.99], [3.89, 1.72, -0.31], [-1.65, -3.21, -3.87], [-3.40, -2.11, 4.76], [-1.46, 7.46, 1.59], [3.15, -1.71, 1.90], [-1.50, -5.41, -4.85], [-0.69, 7.04, 2.66], [-3.02, -0.87, 0.66], [2.91, 3.91, -0.47], [5.66, 3.90, 4.68], [2.74, -2.92, 1.37], [5.17, 3.49, 5.92], [2.57, 1.70, -8.56], [2.21, 1.50, -4.94], [3.40, 0.31, -0.20], [4.71, -3.97, 2.36], [3.39, -2.58, -1.36], [3.88, 2.71, 3.60], [3.41, 2.30, 4.83], [-2.80, 2.40, -2.68], [5.07, -2.74, 2.89], [-5.55, 1.65, 6.07], [-5.62, -6.03, -2.64], [-4.05, -3.90, 3.35], [4.89, 3.65, 3.55], [1.24, 7.96, 1.61], [2.97, -3.59, -1.29], [2.98, 4.37, 0.52], [-2.33, 1.95, -5.34], [3.00, 0.77, -8.96], [5.51, 3.58, 7.87], [2.72, 0.27, 0.66], [-1.20, 6.37, 3.34], [-1.36, 8.12, -1.43], [3.78, 4.14, -1.11], [-3.04, 1.01, 4.47], [3.03, -0.13, -2.22], [-6.08, -6.58, -3.46], [-4.82, -3.91, 1.27], [0.22, 1.42, -2.68], [3.05, 2.18, -4.77], [-5.49, 1.16, 2.97], [5.42, 3.80, 2.61], [5.20, -4.92, 2.51], [-5.43, -6.19, 2.88], [3.27, -5.97, 1.46], [-4.64, -5.73, -0.27], [2.32, 8.00, 1.55], [-2.07, -3.13, -1.80], [6.51, 4.56, 4.58], [-3.83, 2.48, 3.84], [2.59, 1.87, 2.38], [4.32, 0.33, 2.49], [-6.02, -3.79, 2.52], [-2.52, 3.42, -2.37], [-6.01, -4.47, -0.48], [-0.13, 1.22, -1.11], [5.74, -2.95, -3.55], [2.02, 4.31, -0.95], [3.05, 0.09, -6.24], [-3.72, 2.53, -3.25], [-2.50, 7.18, 1.51], [-6.26, -7.09, 0.82], [-1.70, -2.14, -4.01], [1.77, -3.07, 0.91], [-0.35, 0.63, -5.02], [-1.38, 3.39, -4.69], [-4.62, -6.51, -2.63], [2.64, 1.54, 4.93], [1.13, 3.18, -5.01], [2.35, 7.08, 3.60], [-1.38, -6.02, -5.74], [-3.01, 1.74, -1.84], [-0.93, -3.97, -6.86], [-7.25, -5.77, 1.19], [-3.81, -4.61, 4.16], [3.09, 2.48, -9.10], [4.16, -2.46, -0.58], [1.38, 0.88, -1.53], [-2.81, -2.87, 5.29], [1.47, -1.81, -1.92], [-2.95, -5.94, -0.96], [4.53, 1.96, -1.18], [-2.60, -1.64, 4.15], [6.00, -2.56, 3.42], [-1.83, -7.07, -3.52], [3.51, 2.30, 6.86], [4.87, -4.34, -2.82], [1.00, 8.94, -0.22], [1.81, -1.87, -0.17], [-5.49, -4.97, -2.87], [4.46, 1.96, 0.59], [1.44, 0.42, -6.69], [2.43, 0.75, -4.17], [-3.07, -3.92, 2.84], [1.50, 1.79, -8.75], [4.24, -0.37, -0.02], [-0.21, 2.01, -6.23], [-4.94, -0.22, 3.93], [5.72, -3.35, -1.76], [-3.71, -1.33, 5.45], [2.56, -0.79, 1.86]]}

=====

(7)
{"formula": "C4H5ClF2O2", "method": "the ωB97M-V functional and the def2-TZVPD basis", "homo_energy_ev": -10.47, "total_charge": 0, "smiles": "O=C[C@@H]1CO1.FC(F)Cl", "relative_energy_kcal_mol": 13.99, "gap_ev": 10.51, "elements": ["Cl", "F", "F", "O", "O", "C", "C", "C", "C", "H", "H", "H", "H", "H"], "xyz": [[3.25, -1.35, 1.11], [5.08, 0.37, 1.30], [3.41, 0.76, 2.52], [-1.44, -0.98, 0.74], [1.31, 1.19, 0.19], [3.77, 0.32, 1.32], [-1.58, -0.68, -0.63], [-0.24, -0.49, 0.10], [0.13, 0.91, 0.45], [-2.16, 0.18, -0.90], [-1.77, -1.59, -1.26], [-0.38, 1.39, 1.23], [0.64, -1.12, 0.20], [3.39, 0.85, 0.38]]}

=====

(8)
{"formula": "ClFO4Sr", "method": "the ωB97M-V functional and the def2-TZVPD basis", "homo_energy_ev": -7.37, "total_charge": 0, "relative_energy_kcal_mol": 179.66, "gap_ev": 2.07, "elements": ["Sr", "Cl", "F", "O", "O", "O", "O"], "xyz": [[5.20, 0.16, -1.08], [-1.78, 0.43, -0.24], [3.50, -2.20, 2.18], [-2.40, -0.71, -0.87], [-1.47, -0.15, 1.11], [-2.54, 1.59, -0.23], [-0.52, 0.88, -0.87]]}

=====

(9)
{"formula": "C31H41FN6O3Ru", "method": "the ωB97M-V functional and the def2-TZVPD basis", "homo_energy_ev": [-12.11, -12.11], "total_charge": 2, "relative_energy_kcal_mol": 31.41, "gap_ev": [6.97, 6.97], "elements": ["Ru", "F", "O", "O", "O", "N", "N", "N", "N", "N", "N", "C", "C", "C", "C", "C", "C", "C", "C", "C", "C", "C", "C", "C", "C", "C", "C", "C", "C", "C", "C", "C", "C", "C", "C", "C", "C", "C", "C", "C", "C", "C", "H", "H", "H", "H", "H", "H", "H", "H", "H", "H", "H", "H", "H", "H", "H", "H", "H", "H", "H", "H", "H", "H", "H", "H", "H", "H", "H", "H", "H", "H", "H", "H", "H", "H", "H", "H", "H", "H", "H", "H", "H"], "xyz": [[-1.01, -1.61, -0.62], [0.37, 5.12, 0.27], [-0.30, 0.22, 0.25], [0.35, -2.60, 0.35], [2.09, -2.94, 1.65], [-1.32, -2.80, -1.86], [4.81, 7.38, 0.99], [3.48, 0.81, 1.67], [3.02, 5.61, 1.20], [-2.30, -2.19, 0.74], [-4.16, -3.04, 2.09], [-4.65, -0.82, -3.64], [1.16, 4.07, 0.59], [4.78, 1.32, 3.73], [2.72, 1.91, 1.32], [-2.25, -4.74, -2.76], [-3.38, -5.51, -3.03], [-0.92, -5.47, -2.89], [-0.56, -5.54, -4.38], [-5.43, -3.40, 1.46], [1.43, 1.70, 0.82], [-3.97, -3.30, 3.52], [0.88, 0.36, 0.67], [1.72, -0.71, 1.06], [2.97, -0.42, 1.55], [2.51, 6.72, 0.41], [-4.04, -1.32, -2.32], [4.83, 0.95, 2.26], [3.47, 7.91, 0.56], [-3.18, -2.59, 1.37], [-4.82, -3.63, -2.71], [-2.45, -3.40, -2.37], [2.46, 4.31, 1.07], [0.65, 2.81, 0.45], [0.29, -5.02, -2.08], [3.43, 6.05, 2.53], [1.37, -2.18, 1.04], [3.22, 3.22, 1.42], [-3.74, -2.81, -2.41], [-4.64, -4.98, -2.99], [4.74, 6.83, 2.39], [-2.85, -0.42, -2.01], [2.65, 6.67, 2.99], [-4.13, -4.36, 3.72], [4.26, 0.54, 4.30], [-0.35, -4.54, -4.76], [-2.52, -0.57, -0.94], [-5.55, -1.36, -3.90], [-2.96, -3.03, 3.81], [5.79, 1.41, 4.13], [5.38, 1.68, 1.67], [0.33, -6.15, -4.53], [4.80, 7.67, 3.07], [4.23, 3.39, 1.77], [-3.15, 0.62, -1.94], [1.07, -5.77, -2.19], [5.07, 6.62, 0.36], [-3.24, -6.56, -3.29], [5.62, 6.20, 2.52], [-4.78, -1.17, -1.53], [-2.07, -0.48, -2.77], [-5.62, -4.47, 1.60], [-5.81, -3.21, -2.75], [4.25, 2.26, 3.91], [-3.93, -0.94, -4.45], [3.59, 8.46, -0.36], [3.16, 8.60, 1.34], [0.69, -4.07, -2.45], [-1.14, -6.49, -2.56], [2.45, 6.41, -0.64], [0.08, -4.90, -1.02], [-6.24, -2.83, 1.91], [3.58, 5.19, 3.18], [-4.69, -2.72, 4.10], [-4.90, 0.24, -3.56], [1.51, 7.06, 0.72], [5.53, 8.10, 0.92], [-5.51, -5.60, -3.20], [-1.37, -5.96, -4.98], [-5.38, -3.20, 0.39], [5.33, 0.00, 2.12], [3.59, -1.25, 1.87], [-0.35, 2.66, 0.09]]}